# 1
{
  "formula": "C5H13N",
  "method": "ωB97M-V/def2-TZVPD",
  "multiplicity": 2,
  "charge": 1,
  "de_lowest_kcal_mol": 72.5,
  "gap_ev": [9.09, 4.04],
  "lumo_ev": [-3.67, -8.69],
  "elements": ["N", "C", "C", "C", "C", "C", "H", "H", "H", "H", "H", "H", "H", "H", "H", "H", "H", "H", "H"],
  "positions_angstrom": [[-1.710, 0.829, 1.331], [-0.502, 0.840, 2.105], [-0.171, 2.249, 2.654], [-0.310, -1.723, -1.610], [0.575, -0.964, -2.313], [2.076, -1.527, -2.580], [0.372, 0.061, -2.644], [-0.221, 3.012, 1.884], [2.815, -0.759, -2.343], [1.981, -1.777, -3.631], [0.951, 2.325, 3.171], [0.118, -2.517, -0.943], [0.273, 0.431, 1.447], [-0.619, 0.157, 3.010], [-0.952, 2.454, 3.394], [-1.604, 0.037, 0.519], [2.386, -2.481, -2.189], [-1.428, -1.690, -1.439], [-2.111, 1.696, 0.903]]
}

***

# 2
{
  "formula": "C4H10OS",
  "method": "ωB97M-V/def2-TZVPD",
  "multiplicity": 2,
  "charge": 1,
  "de_lowest_kcal_mol": 22.6,
  "gap_ev": [10.67, 4.51],
  "lumo_ev": [-3.29, -8.60],
  "elements": ["S", "O", "C", "C", "C", "C", "H", "H", "H", "H", "H", "H", "H", "H", "H", "H"],
  "positions_angstrom": [[-0.883, -0.791, 1.734], [-1.100, 1.069, -1.652], [1.230, 1.015, 1.727], [-1.001, -1.272, -1.694], [0.932, -0.456, 1.698], [-0.735, -0.077, -2.249], [-1.102, -0.154, 0.528], [1.296, -1.098, 2.497], [-1.316, 1.753, -2.312], [0.532, 1.654, 2.280], [-1.801, -1.346, -0.966], [-0.397, -2.130, -1.947], [1.259, -0.901, 0.757], [2.220, 1.309, 2.067], [-0.214, -0.023, -3.201], [1.080, 1.448, 0.732]]
}

***

# 3
{
  "formula": "C3H7FINO",
  "method": "ωB97M-V/def2-TZVPD",
  "multiplicity": 1,
  "de_lowest_kcal_mol": 25.0,
  "gap_ev": 10.61,
  "lumo_ev": 0.74,
  "elements": ["I", "F", "O", "N", "C", "C", "C", "H", "H", "H", "H", "H", "H", "H"],
  "positions_angstrom": [[-4.339, 0.278, 0.953], [1.717, 0.241, 0.651], [0.161, -1.329, -0.167], [-0.244, 0.882, -0.302], [0.519, -0.025, -0.034], [1.348, -2.157, -0.220], [-0.076, 2.280, -0.129], [-3.422, -0.756, 0.370], [1.266, -2.919, 0.688], [-0.063, 2.637, -1.213], [0.726, 2.620, 0.506], [1.175, -2.853, -1.116], [-0.965, 2.608, 0.324], [2.197, -1.508, -0.310]]
}

***

# 4
{
  "formula": "C54H98N2O11",
  "method": "ωB97M-V/def2-TZVPD",
  "multiplicity": 1,
  "gap_ev": 9.50,
  "lumo_ev": 0.53,
  "elements": ["O", "O", "O", "O", "O", "O", "O", "O", "O", "O", "O", "N", "N", "C", "C", "C", "C", "C", "C", "C", "C", "C", "C", "C", "C", "C", "C", "C", "C", "C", "C", "C", "C", "C", "C", "C", "C", "C", "C", "C", "C", "C", "C", "C", "C", "C", "C", "C", "C", "C", "C", "C", "C", "C", "C", "C", "C", "C", "C", "C", "C", "C", "C", "C", "C", "C", "C", "H", "H", "H", "H", "H", "H", "H", "H", "H", "H", "H", "H", "H", "H", "H", "H", "H", "H", "H", "H", "H", "H", "H", "H", "H", "H", "H", "H", "H", "H", "H", "H", "H", "H", "H", "H", "H", "H", "H", "H", "H", "H", "H", "H", "H", "H", "H", "H", "H", "H", "H", "H", "H", "H", "H", "H", "H", "H", "H", "H", "H", "H", "H", "H", "H", "H", "H", "H", "H", "H", "H", "H", "H", "H", "H", "H", "H", "H", "H", "H", "H", "H", "H", "H", "H", "H", "H", "H", "H", "H", "H", "H", "H", "H", "H", "H", "H", "H"],
  "positions_angstrom": [[2.312, -3.418, 2.442], [-2.557, 0.633, 3.689], [3.059, 0.065, -5.548], [-2.464, 3.956, 0.018], [-5.597, -0.728, -0.520], [3.849, -2.727, -2.967], [-0.578, -1.429, -6.189], [-0.553, 2.382, -3.929], [0.985, 3.979, 4.554], [2.937, -0.543, 5.772], [3.397, 3.644, -0.420], [-1.756, -3.360, 0.346], [-0.036, 0.849, -0.322], [-4.580, 0.231, -0.254], [-3.505, 4.984, 1.903], [-1.154, 1.870, -5.126], [-3.811, -1.350, -1.906], [-3.380, -1.511, 3.432], [0.764, 0.400, 5.536], [-2.628, 5.220, 0.650], [3.568, -5.066, -2.773], [1.855, -5.040, 4.086], [-0.772, 4.801, 5.856], [3.843, -3.764, -1.998], [3.173, -4.339, 4.427], [0.147, 0.432, 0.926], [2.238, 0.518, 5.101], [-3.375, -1.215, 4.926], [-0.842, -1.974, -3.900], [3.160, -4.559, -4.156], [-2.311, 2.816, -5.444], [4.323, 1.714, -4.547], [0.752, 0.348, -1.284], [-2.451, 3.006, 1.084], [0.719, -1.038, 6.070], [-1.976, -5.749, 0.205], [-1.258, 3.590, 5.088], [-1.671, -2.330, -6.111], [2.219, 3.725, 0.434], [-3.604, 3.464, 1.943], [3.005, 3.805, -1.781], [-2.315, -0.553, 2.933], [3.197, -3.103, 3.511], [-2.411, -4.495, 0.604], [0.149, -1.502, -4.975], [4.002, -3.294, -4.262], [-1.561, 3.045, -3.164], [1.078, 4.121, -0.501], [-0.639, -3.459, -0.379], [2.063, -1.072, 6.773], [1.710, -0.618, -1.007], [5.127, 1.191, -5.724], [-4.934, -1.887, -1.032], [-0.222, 3.514, 3.950], [-0.137, -4.647, -0.889], [1.080, -0.541, 1.271], [1.876, -1.086, 0.289], [1.770, 4.676, -1.743], [-0.836, -5.806, -0.588], [2.897, 1.350, -4.951], [-3.507, 0.037, -1.326], [-2.157, -2.146, -4.672], [1.236, -4.146, 3.004], [4.296, 0.038, -6.276], [0.731, 4.574, 5.821], [-2.456, 3.725, -4.208], [-3.088, 0.293, 4.962], [2.276, 1.210, -4.066], [2.633, 1.512, 5.319], [3.876, 4.258, -2.256], [-3.482, 3.821, -3.857], [-1.416, -3.376, -6.322], [0.439, 4.910, -0.090], [-2.931, -1.995, -1.901], [2.376, -2.089, 7.010], [-0.150, 2.513, 3.524], [4.187, -2.860, 3.126], [3.650, -2.575, -5.000], [-4.496, 5.427, 1.842], [-2.523, 1.971, 0.749], [4.837, -3.826, -1.538], [4.071, 0.152, -7.340], [1.997, -6.073, 3.773], [2.390, 0.319, 4.036], [5.150, 1.985, -6.478], [-0.457, 0.824, 1.735], [0.612, -0.559, -4.689], [-2.404, -1.970, -6.832], [0.703, -4.638, 2.194], [0.491, 0.618, -2.301], [-1.620, 5.582, 0.890], [-3.242, -4.402, 1.298], [-2.360, 0.543, 5.743], [-0.533, -6.760, -1.005], [1.155, 4.585, -2.639], [2.514, 4.488, 1.152], [-4.362, -1.267, 3.018], [0.398, 3.295, -0.703], [-2.790, -1.259, -4.646], [4.713, -0.960, -6.140], [2.751, 2.849, -2.255], [-2.448, -0.345, 1.871], [5.049, -3.510, -4.510], [-1.008, 5.706, 5.288], [0.635, 1.105, 6.361], [2.038, 5.724, -1.600], [-1.007, -1.268, -3.088], [-2.572, -1.777, 5.411], [3.240, -3.995, 5.461], [-3.662, 2.957, 2.905], [2.761, -5.642, -2.310], [2.116, -0.435, 7.658], [-2.098, 3.422, -6.326], [-5.597, -2.486, -1.651], [4.466, 2.782, -4.378], [1.317, 5.482, 5.948], [1.256, -5.065, 4.998], [0.691, -1.746, 5.238], [-4.544, -2.405, -0.150], [0.527, -3.485, 3.524], [3.142, -3.591, -1.181], [-2.768, -2.974, -4.307], [-2.537, -6.645, 0.425], [2.108, -4.276, -4.186], [2.843, -2.192, 4.008], [-2.276, 3.605, 4.701], [2.550, -1.908, 0.485], [-0.178, -1.237, 6.658], [1.154, -0.816, 2.317], [0.045, 0.646, 4.755], [-0.234, -2.497, -0.679], [6.172, 0.970, -5.511], [2.230, -1.020, -1.872], [-0.406, 1.805, -5.912], [-1.557, 0.865, -4.967], [-1.162, 4.875, 6.870], [-3.172, -2.543, 3.143], [-4.189, 0.073, 0.759], [-3.987, 0.882, 5.163], [0.737, -4.656, -1.526], [2.433, 2.089, -5.612], [-2.971, 5.356, 2.781], [-1.020, 3.786, -2.577], [4.070, -4.935, 4.261], [-0.554, -2.971, -3.559], [-0.433, 4.226, 3.143], [0.953, -2.243, -5.064], [-1.126, 2.737, 5.760], [4.433, -5.728, -2.764], [1.009, 3.870, 6.615], [-2.124, 2.415, -2.475], [-4.128, -1.283, -2.946], [-4.288, -1.466, 5.467], [-3.248, 2.299, -5.653], [-5.024, 1.226, -0.259], [-4.520, 3.194, 1.405], [-1.286, -0.896, 3.081], [-3.085, 5.935, -0.036], [-2.498, 0.008, -0.905], [-3.480, 0.843, -2.057], [-2.049, 4.708, -4.436], [4.532, 1.195, -3.610], [3.352, -5.322, -4.912], [1.984, 2.780, 0.926], [-1.458, 3.037, 1.555]]
}

***

# 5
{
  "formula": "C3H7N3O2",
  "method": "ωB97M-V/def2-TZVPD",
  "multiplicity": 1,
  "de_lowest_kcal_mol": 42.2,
  "gap_ev": 9.72,
  "lumo_ev": 0.63,
  "elements": ["O", "O", "N", "N", "N", "C", "C", "C", "H", "H", "H", "H", "H", "H", "H"],
  "positions_angstrom": [[1.157, -1.826, -0.887], [0.077, 2.151, -0.671], [-2.151, 1.090, -0.975], [1.332, -1.640, 1.345], [1.258, 0.352, 0.004], [0.047, 1.018, -0.260], [-1.342, 0.340, 0.004], [1.246, -1.132, 0.062], [2.201, 0.642, -0.257], [-1.976, 0.706, -1.908], [1.578, -2.591, 1.482], [-1.419, 0.611, 1.043], [-1.961, 2.114, -0.860], [-1.457, -0.776, -0.151], [1.411, -1.059, 2.029]]
}

***

# 6
{
  "formula": "C12H30F2N3NaO8S2",
  "method": "ωB97M-V/def2-TZVPD",
  "multiplicity": 1,
  "gap_ev": 9.84,
  "lumo_ev": -0.05,
  "elements": ["S", "S", "Na", "F", "F", "O", "O", "O", "O", "O", "O", "O", "O", "N", "N", "N", "C", "C", "C", "C", "C", "C", "C", "C", "C", "C", "C", "C", "H", "H", "H", "H", "H", "H", "H", "H", "H", "H", "H", "H", "H", "H", "H", "H", "H", "H", "H", "H", "H", "H", "H", "H", "H", "H", "H", "H", "H", "H"],
  "positions_angstrom": [[-0.613, 1.073, 4.076], [-0.560, 3.075, 2.511], [-0.344, 0.741, 0.317], [-0.453, -0.537, 3.898], [0.829, 3.440, 1.810], [-1.554, 3.345, 1.529], [-2.019, 1.182, 4.310], [0.125, 2.525, -4.347], [1.933, -3.826, -1.242], [0.284, 1.421, 5.116], [-2.880, 0.292, 0.212], [-0.552, 3.826, 3.709], [3.465, -1.110, 1.134], [-0.195, 1.458, 2.590], [0.868, -1.412, -0.150], [-1.588, 1.794, -1.704], [-3.554, -0.414, 1.233], [-2.886, 2.187, -1.147], [-3.676, 0.970, -0.724], [0.384, 2.740, -2.988], [2.927, -4.505, -0.495], [0.041, -2.492, -0.722], [4.653, -0.601, 1.719], [-0.456, 1.267, -4.666], [0.662, -3.868, -0.684], [-0.829, 3.005, -2.107], [1.169, -1.640, 1.282], [2.275, -0.767, 1.816], [-1.431, 3.781, -2.595], [-3.921, 0.280, -1.545], [-0.179, -2.214, -1.755], [3.087, -4.044, 0.484], [-1.707, 1.240, -2.547], [5.386, -1.393, 1.868], [-4.095, -1.294, 0.854], [-0.032, -4.574, -1.167], [0.677, -4.255, 0.345], [-0.046, 0.503, -3.989], [0.964, 1.878, -2.610], [4.450, -0.029, 2.626], [-4.638, 1.299, -0.315], [-3.565, 2.678, -1.861], [-0.418, 3.422, -1.179], [-0.907, -2.482, -0.174], [2.650, -5.554, -0.343], [2.033, 0.288, 1.631], [-2.791, -0.801, 1.909], [0.253, -1.406, 1.846], [2.320, -0.948, 2.894], [5.128, 0.116, 1.034], [-0.185, 1.055, -5.693], [-1.537, 1.306, -4.501], [1.288, -2.697, 1.543], [1.788, -1.432, -0.590], [-2.657, 2.765, -0.254], [-4.265, 0.206, 1.782], [3.833, -4.450, -1.092], [1.060, 3.590, -2.896]]
}

***

Number 1: molar mass 87.17 g/mol, calculated total energy -252.63757 hartree. Number 2: molar mass 106.19 g/mol, calculated total energy -631.45423 hartree. Number 3: molar mass 219.00 g/mol, calculated total energy -645.99323 hartree. Number 4: molar mass 951.38 g/mol, calculated total energy -3053.32758 hartree. Number 5: molar mass 117.11 g/mol, calculated total energy -433.25547 hartree. Number 6: molar mass 469.50 g/mol, calculated total energy -2399.78253 hartree.